(1)
Entry from OMol25: 12 unconnected molecules or ions with the total composition C4H35N2O12 (ωB97M-V/def2-TZVPD).

As for the net charge: +1. As for the spin multiplicity: 1. The value obtained for the largest force on an atom is 3.82 eV/Å. Its HOMO energy is -12.8182 eV. The total energy comes out at -32260.025 eV. The lowest unoccupied orbital energy is -2.523 eV.

CARTESIAN COORDINATES (ANGSTROEM)
C  2.15  -0.34  -1.44
O  1.75  -1.33  -2.37
C  0.96  0.18  -0.62
C  0.80  1.68  -0.90
C  -0.56  2.14  -0.70
N  -1.38  1.47  0.38
N  -0.28  -0.66  -0.84
H  2.74  0.43  -1.91
H  2.76  -0.95  -0.74
H  2.31  -1.17  -3.15
H  1.17  0.01  0.41
H  1.20  1.88  -1.93
H  1.52  2.12  -0.13
H  -1.09  1.94  -1.63
H  -0.70  3.24  -0.43
H  -1.13  0.39  0.42
H  -2.42  1.69  0.24
H  -1.27  1.97  1.27
H  -0.25  -1.64  -0.60
H  -0.52  -0.66  -1.82
H  -3.80  -1.37  -2.37
H  -2.58  -0.70  -2.86
O  -3.01  -0.93  -2.01
H  1.40  2.36  4.08
H  0.83  3.69  4.12
O  0.71  2.83  4.56
H  -0.68  -1.60  -4.67
H  0.41  -1.44  -3.48
O  -0.45  -1.24  -3.83
H  1.67  -3.25  2.15
H  1.63  -2.45  0.99
O  1.85  -2.32  1.91
H  -2.23  -2.39  -1.17
H  -1.87  -3.75  -0.74
O  -1.89  -2.84  -0.40
H  -0.75  1.06  -3.95
H  -1.63  2.46  -4.01
O  -0.82  2.02  -3.76
H  3.31  1.19  3.63
H  3.28  2.36  2.65
O  2.64  1.77  3.11
H  2.11  -5.24  -0.25
H  3.25  -4.32  -0.36
O  2.39  -4.36  0.08
H  -2.55  -0.78  0.53
H  -3.31  -1.38  1.63
O  -2.94  -0.52  1.36
H  -0.04  0.66  3.89
H  0.72  0.24  2.68
O  -0.15  0.55  2.97
H  -2.01  1.77  3.12
H  -1.18  2.77  3.69
O  -2.05  2.75  3.21

These are the Mulliken partial charges, in e, on atoms 1 to 8: -1.03, -0.64, 1.01, -0.71, -0.90, -0.07, -0.19, 0.53

=====

(2)
Entry from OMol25: a molecular structure, C35H27N6O2PdSe (ωB97M-V/def2-TZVPD).

As for the net charge: +1. As for the spin multiplicity: 1. The value obtained for the largest force on an atom is 0.15 eV/Å. Its HOMO energy is -10.8358 eV. The total energy comes out at -118594.772 eV. The lowest unoccupied orbital energy is -3.392 eV.

CARTESIAN COORDINATES (ANGSTROEM)
Pd  0.07  -0.28  1.79
C  1.91  -3.33  4.35
C  1.75  -2.27  3.45
N  0.56  -1.82  3.09
C  -0.55  -2.41  3.62
C  -0.47  -3.47  4.53
C  0.81  -3.93  4.89
C  -1.69  -4.03  5.05
C  -2.89  -3.54  4.68
C  -2.99  -2.45  3.75
C  -4.21  -1.89  3.33
C  -4.21  -0.85  2.45
C  -2.99  -0.36  1.97
N  -1.83  -0.87  2.34
C  -1.82  -1.90  3.22
H  2.91  -3.65  4.61
H  2.60  -1.76  3.01
H  0.90  -4.75  5.59
H  -1.62  -4.85  5.75
H  -3.80  -3.96  5.08
H  -5.14  -2.28  3.72
H  -5.13  -0.38  2.11
H  -2.95  0.46  1.27
O  -1.40  2.43  2.42
C  -1.18  2.32  1.23
N  -1.44  3.22  0.25
C  -1.18  2.69  -1.08
C  -0.60  1.32  -0.70
O  -0.19  0.50  -1.52
N  -0.62  1.18  0.63
C  -2.48  2.56  -1.86
C  -3.20  1.37  -1.91
C  -4.43  1.32  -2.55
C  -4.95  2.45  -3.15
C  -4.24  3.64  -3.11
C  -3.01  3.69  -2.48
C  -0.10  3.46  -1.83
C  0.68  4.42  -1.20
C  1.68  5.08  -1.90
C  1.92  4.77  -3.23
C  1.16  3.80  -3.86
C  0.15  3.15  -3.17
H  -2.04  4.02  0.42
H  -2.79  0.47  -1.47
H  -4.97  0.38  -2.58
H  -5.91  2.40  -3.65
H  -4.64  4.53  -3.59
H  -2.44  4.62  -2.47
H  0.50  4.66  -0.16
H  2.27  5.84  -1.40
H  2.70  5.29  -3.77
H  1.34  3.56  -4.90
H  -0.45  2.40  -3.66
C  5.14  -1.15  0.62
N  3.98  -1.33  -0.23
C  2.78  -0.73  -0.07
Se  2.36  0.45  1.33
N  1.98  -1.08  -1.07
C  2.67  -1.91  -1.94
C  2.28  -2.51  -3.13
C  3.24  -3.28  -3.77
C  4.53  -3.44  -3.25
C  4.91  -2.83  -2.06
C  3.95  -2.06  -1.42
H  4.83  -1.08  1.65
H  5.68  -0.24  0.35
H  5.80  -2.01  0.49
H  1.05  -0.64  -1.21
H  1.29  -2.38  -3.54
H  2.99  -3.76  -4.71
H  5.25  -4.04  -3.78
H  5.91  -2.95  -1.67

These are the Mulliken partial charges, in e, on atoms 1 to 8: 0.73, -0.99, 0.23, 0.04, 0.10, 0.95, -0.53, -0.95

=====

(3)
Entry from OMol25: a single C3H3ClOS molecule (ωB97M-V/def2-TZVPD).

As for the net charge: 0. As for the spin multiplicity: 1. The value obtained for the largest force on an atom is 2.81 eV/Å. Its HOMO energy (alpha / beta) is -9.8498 / -9.8490 eV. The total energy comes out at -28560.713 eV. The lowest unoccupied orbital energy (alpha / beta) is -1.411 / -1.411 eV.

CARTESIAN COORDINATES (ANGSTROEM)
C  -0.63  -0.89  0.47
C  -0.57  0.41  -0.37
C  0.67  -0.30  0.10
O  2.83  0.96  -0.46
S  2.29  -0.26  0.22
Cl  -1.70  2.03  0.04
H  -1.00  -0.86  1.57
H  -1.12  -1.71  -0.07
H  -0.76  0.60  -1.51

These are the Mulliken partial charges, in e, on atoms 1 to 8: -0.19, -0.28, 0.23, -0.47, 0.21, -0.22, 0.23, 0.22

=====

(4)
Entry from OMol25: a molecular structure, C27H33BrCdCl6N6O11S (ωB97M-V/def2-TZVPD).

As for the net charge: 0. As for the spin multiplicity: 1. The value obtained for the largest force on an atom is 0.91 eV/Å. Its HOMO energy is -8.5426 eV. The total energy comes out at -220567.123 eV. The lowest unoccupied orbital energy is -0.247 eV.

CARTESIAN COORDINATES (ANGSTROEM)
Cd  -1.67  0.90  0.58
C  -0.47  -2.30  3.91
N  0.58  -1.85  3.01
C  1.83  -2.59  2.99
C  0.34  -0.86  2.14
O  -0.74  -0.26  2.14
C  1.45  -0.55  1.15
O  1.12  0.53  0.32
C  1.98  1.63  0.39
C  1.66  2.52  1.60
O  0.79  2.19  2.38
N  2.40  3.65  1.74
C  2.05  4.59  2.80
C  3.29  4.16  0.72
H  -0.16  -2.14  4.95
H  -1.38  -1.75  3.71
H  -0.65  -3.36  3.75
H  1.73  -3.43  3.67
H  2.04  -3.00  2.00
H  2.67  -1.99  3.33
H  2.38  -0.37  1.69
H  1.59  -1.43  0.52
H  3.03  1.31  0.41
H  1.82  2.21  -0.52
H  1.38  4.10  3.49
H  2.96  4.90  3.32
H  1.56  5.47  2.39
H  3.70  3.37  0.11
H  2.78  4.88  0.06
H  4.12  4.68  1.20
Cl  -3.31  0.12  -2.20
C  -2.70  1.75  -2.28
C  -1.88  2.21  -1.25
C  -1.40  3.50  -1.42
Cl  -0.32  4.18  -0.22
C  -1.72  4.31  -2.50
Cl  -1.10  5.92  -2.64
C  -2.55  3.81  -3.50
Cl  -2.97  4.79  -4.85
C  -3.04  2.51  -3.39
Cl  -4.06  1.89  -4.63
O  -3.97  -2.21  0.00
Cl  -3.67  -1.47  1.23
O  -4.72  -1.67  2.22
O  -1.20  -3.12  0.80
O  -3.76  0.02  0.87
Br  -4.84  5.01  5.46
C  -3.96  3.91  4.21
C  -2.93  4.43  3.44
C  -2.32  3.58  2.54
N  -2.67  2.30  2.37
C  -3.66  1.83  3.12
C  -4.33  2.59  4.06
H  -2.62  5.46  3.53
H  -1.50  3.93  1.93
H  -3.94  0.80  2.96
H  -5.13  2.16  4.64
C  4.91  -4.48  -2.23
C  4.08  -3.73  -3.26
S  2.41  -3.53  -2.67
O  2.43  -2.54  -1.62
O  1.87  -4.84  -2.41
C  1.53  -2.83  -4.07
C  0.00  -2.90  -3.91
N  -0.50  -2.55  -2.59
C  -0.39  -1.35  -1.98
N  -0.68  -1.40  -0.69
C  -0.94  -2.70  -0.42
C  -0.85  -3.44  -1.57
N  -1.22  -4.79  -1.69
O  -1.31  -5.31  -2.79
O  -1.42  -5.38  -0.63
C  0.10  -0.13  -2.68
H  5.94  -4.53  -2.57
H  4.54  -5.49  -2.10
H  4.89  -3.97  -1.27
H  4.03  -4.26  -4.21
H  4.47  -2.72  -3.43
H  1.81  -3.38  -4.96
H  1.90  -1.81  -4.17
H  -0.34  -3.91  -4.11
H  -0.46  -2.24  -4.65
H  -1.43  -4.06  0.72
H  -0.42  0.02  -3.62
H  1.17  -0.20  -2.85
H  -0.08  0.73  -2.04

These are the Mulliken partial charges, in e, on atoms 1 to 8: 2.26, -1.04, 0.46, -1.00, 0.39, -0.75, -1.67, 0.14

=====

(5)
Entry from OMol25: a molecular structure, C7H6N4O7P2SeV (ωB97M-V/def2-TZVPD).

As for the net charge: -1. As for the spin multiplicity: 3. The value obtained for the largest force on an atom is 0.55 eV/Å. Its HOMO energy (alpha / beta) is -5.8008 / -6.0356 eV. The total energy comes out at -137267.946 eV. The lowest unoccupied orbital energy (alpha / beta) is 2.197 / 2.361 eV.

CARTESIAN COORDINATES (ANGSTROEM)
V  -0.66  0.36  0.43
O  3.06  -0.02  1.89
P  1.63  0.68  2.00
O  1.59  1.84  2.89
O  1.19  0.87  0.52
O  0.59  -0.45  2.52
P  -0.01  -1.95  2.03
O  1.45  -2.61  1.62
O  -2.55  -0.05  2.78
O  -0.62  -1.52  0.64
H  3.52  0.03  2.73
H  1.43  -3.56  1.75
N  -2.42  1.41  6.23
C  -2.24  1.66  5.12
N  -2.00  2.06  3.87
C  -2.18  1.21  2.94
N  -2.17  1.07  1.63
Se  -1.79  1.02  -1.61
C  -0.62  0.32  -2.96
C  0.75  0.15  -2.77
C  1.51  -0.37  -3.81
N  1.02  -0.72  -5.00
C  -0.29  -0.55  -5.17
C  -1.14  -0.05  -4.20
H  1.24  0.43  -1.85
H  2.58  -0.50  -3.68
H  -0.69  -0.83  -6.14
H  -2.20  0.05  -4.40

These are the Mulliken partial charges, in e, on atoms 1 to 8: 0.96, -0.48, 1.14, -0.66, -0.65, -0.17, 0.15, -0.42

=====

(6)
Entry from OMol25: 2 unconnected molecules or ions with the total composition CN2O2 (ωB97M-V/def2-TZVPD).

As for the net charge: 0. As for the spin multiplicity: 3. The value obtained for the largest force on an atom is 8.69 eV/Å. Its HOMO energy (alpha / beta) is -6.1941 / -12.5283 eV. The total energy comes out at -8103.291 eV. The lowest unoccupied orbital energy (alpha / beta) is 0.825 / -3.982 eV.

CARTESIAN COORDINATES (ANGSTROEM)
C  -0.04  1.69  -0.32
N  -0.71  -2.11  -0.40
N  -0.11  -1.22  -0.14
O  0.22  2.03  0.71
O  0.63  -0.39  0.15

Let us look at the Mulliken charges, expressed in e, one per atom: 0.18, -0.32, 0.90, -0.24, -0.53

=====

Repeat the sixth record exactly.
Entry from OMol25: 2 unconnected molecules or ions with the total composition CN2O2 (ωB97M-V/def2-TZVPD).

As for the net charge: 0. As for the spin multiplicity: 3. The value obtained for the largest force on an atom is 8.69 eV/Å. Its HOMO energy (alpha / beta) is -6.1941 / -12.5283 eV. The total energy comes out at -8103.291 eV. The lowest unoccupied orbital energy (alpha / beta) is 0.825 / -3.982 eV.

CARTESIAN COORDINATES (ANGSTROEM)
C  -0.04  1.69  -0.32
N  -0.71  -2.11  -0.40
N  -0.11  -1.22  -0.14
O  0.22  2.03  0.71
O  0.63  -0.39  0.15

Let us look at the Mulliken charges, expressed in e, one per atom: 0.18, -0.32, 0.90, -0.24, -0.53